The following is a quantum chemistry calculation of 2 unconnected molecules or ions with the total composition C4H11PS3, from OMol25.

For the energy above the lowest of the compared OMol25 structures with the same formula, charge and spin, the calculation gives 78.2 kJ/mol. The value obtained for the energy is -46120.190 eV. The HOMO energy comes out at -8.95 eV. The charge is 0. The structure (SMILES) is CC(C)(C)S.S=PS.

Last column: Mulliken charge in e.
CARTESIAN COORDINATES (ANGSTROEM)
C -0.58 0.41 1.41  -1.907
C -0.79 0.40 -0.18  1.156
C -2.39 0.39 -0.41  -1.332
C -0.10 -0.82 -0.79  -1.233
S -0.02 1.96 -0.80  -0.165
H 0.46 0.36 1.65  0.497
H -0.94 1.30 1.82  0.493
H -1.03 -0.45 1.84  0.464
H -2.81 0.67 0.52  0.333
H -2.55 -0.65 -0.61  0.353
H -2.57 1.01 -1.19  0.401
H 0.55 -0.51 -1.54  0.360
H 0.45 -1.33 0.05  0.144
H -0.83 -1.54 -1.16  0.324
H -0.99 2.24 -1.87  0.113
S 3.84 1.41 0.06  -0.223
P 3.43 -0.42 -0.53  0.287
S 3.95 -1.81 1.00  -0.219
H 2.94 -2.62 0.73  0.154